Record 1
C35H64NO40S9 | ωB97M-V with the def2-TZVPD basis set

Geometry (Å):
C -1.55 0.23 -0.90
C -0.42 -0.71 -1.47
C 0.21 -0.22 -2.82
C 1.77 -0.51 -2.90
C 2.60 0.84 -2.80
C 2.35 1.38 -1.37
C 1.41 2.46 -1.22
C 1.16 2.91 0.13
C 1.84 2.30 1.19
N 2.72 1.28 1.01
O 3.32 0.71 2.10
C 2.49 -0.44 2.49
C 3.30 -1.55 3.23
C 3.61 -2.79 2.32
O 2.56 -2.09 4.34
C 3.00 0.81 -0.23
C 3.97 -0.36 -0.40
C 5.40 -0.13 0.21
C 5.93 1.33 0.09
C 5.95 2.07 1.46
O 6.45 1.59 2.45
O 5.40 3.34 1.57
H -1.67 1.19 -1.45
H -1.29 0.49 0.15
H -2.52 -0.31 -0.86
H 0.35 -0.85 -0.67
H -0.89 -1.72 -1.60
H 0.02 0.86 -3.00
H -0.26 -0.82 -3.63
H 2.04 -1.12 -3.78
H 2.00 -1.05 -1.95
H 3.68 0.61 -2.94
H 2.32 1.57 -3.58
H 0.89 2.87 -2.09
H 0.43 3.72 0.31
H 1.62 2.68 2.20
H 1.72 -0.04 3.20
H 1.92 -0.86 1.64
H 4.26 -1.18 3.67
H 2.86 -2.84 1.49
H 4.60 -2.70 1.82
H 3.54 -3.73 2.89
H 2.00 -1.40 4.74
H 3.50 -1.25 0.08
H 4.12 -0.66 -1.46
H 6.11 -0.78 -0.36
H 5.45 -0.48 1.26
H 5.46 1.92 -0.71
H 7.01 1.24 -0.18
H 4.85 3.37 2.37
C -1.18 -2.13 -8.71
C -1.60 -1.09 -7.70
O -1.18 -1.62 -6.43
S 0.16 -2.49 -6.64
O 1.27 -1.67 -6.31
O -0.05 -3.77 -6.07
O 0.08 -2.62 -8.24
H -1.88 -2.97 -8.73
H -1.08 -1.72 -9.71
H -2.67 -0.91 -7.70
H -1.07 -0.14 -7.86
C -4.90 -5.03 -0.94
C -3.58 -4.48 -0.45
O -3.39 -3.27 -1.20
S -4.83 -2.61 -1.50
O -5.07 -1.60 -0.53
O -4.93 -2.36 -2.90
O -5.73 -3.88 -1.13
H -4.79 -5.54 -1.90
H -5.35 -5.71 -0.22
H -2.75 -5.16 -0.62
H -3.62 -4.21 0.61
C -6.20 1.19 0.87
C -6.27 1.06 2.37
O -5.85 2.34 2.86
S -6.31 3.48 1.82
O -7.53 4.05 2.29
O -5.18 4.27 1.50
O -6.65 2.52 0.58
H -5.17 1.09 0.51
H -6.83 0.46 0.36
H -5.62 0.27 2.75
H -7.29 0.89 2.71
C 8.56 2.60 -4.48
C 9.24 2.44 -3.14
O 8.32 1.67 -2.36
S 7.53 0.66 -3.33
O 8.16 -0.61 -3.26
O 6.13 0.83 -3.10
O 7.91 1.34 -4.73
H 7.80 3.38 -4.44
H 9.26 2.83 -5.27
H 9.44 3.40 -2.66
H 10.17 1.88 -3.23
C 4.73 3.23 -8.53
C 4.28 4.34 -7.59
O 4.83 3.98 -6.32
S 6.24 3.22 -6.55
O 7.28 4.17 -6.40
O 6.20 1.99 -5.84
O 6.07 2.92 -8.12
H 4.12 2.34 -8.41
H 4.72 3.55 -9.57
H 3.20 4.41 -7.53
H 4.70 5.30 -7.89
C -1.28 -0.68 4.15
C -1.77 -0.35 5.55
O -3.13 -0.81 5.57
S -3.26 -2.11 4.63
O -3.18 -3.27 5.44
O -4.31 -1.88 3.71
O -1.86 -1.95 3.84
H -1.65 0.04 3.42
H -0.20 -0.74 4.09
H -1.73 0.72 5.76
H -1.21 -0.90 6.31
C 7.25 0.07 5.26
C 7.16 1.21 6.26
O 6.80 0.58 7.49
S 7.45 -0.89 7.55
O 8.65 -0.83 8.29
O 6.42 -1.82 7.84
O 7.83 -1.01 5.98
H 6.26 -0.23 4.92
H 7.87 0.33 4.40
H 6.42 1.95 5.97
H 8.13 1.69 6.39
C -8.88 4.76 5.16
C -9.67 6.04 5.06
O -10.93 5.74 5.67
S -10.71 4.65 6.84
O -10.64 5.34 8.08
O -11.60 3.57 6.62
O -9.22 4.20 6.43
H -9.18 4.05 4.38
H -7.81 4.93 5.09
H -9.81 6.37 4.04
H -9.20 6.84 5.65
C -9.93 -6.90 1.14
C -9.27 -7.39 -0.13
O -8.28 -6.40 -0.43
S -7.72 -5.77 0.94
O -6.50 -6.43 1.27
O -7.83 -4.36 0.87
O -8.87 -6.33 1.92
H -10.66 -6.12 0.94
H -10.41 -7.71 1.69
H -9.97 -7.50 -0.95
H -8.75 -8.34 0.03

Calculated values
molar mass: 1427.5 u
electronic energy: -8019.52731 Ha
lowest unoccupied orbital energy: -3.964 eV
charge: +1
HOMO-LUMO gap: 8.0 eV



Record 2
F8Li3N4O16S8 | ωB97M-V with the def2-TZVPD basis set

Geometry (Å):
Li -3.80 3.19 -13.05
Li -10.00 0.24 -15.79
Li -7.02 0.72 -13.91
N -9.40 2.83 -13.74
S -8.93 4.40 -14.25
O -7.52 4.66 -14.05
O -9.84 5.61 -14.27
F -8.91 3.91 -15.79
S -10.57 3.24 -12.87
O -11.83 3.36 -13.63
O -10.32 4.08 -11.69
F -10.82 1.81 -12.18
N -4.88 0.73 -11.33
S -3.77 -0.59 -11.07
O -4.21 -1.81 -10.34
O -2.40 -0.22 -11.05
F -3.83 -1.02 -12.59
S -5.29 0.74 -9.86
O -4.26 0.92 -8.86
O -6.40 -0.11 -9.54
F -5.95 2.23 -9.84
N -1.30 4.84 -16.67
S -2.38 3.62 -17.31
O -3.12 2.84 -16.31
O -1.94 2.88 -18.53
F -3.62 4.69 -17.72
S -0.09 3.88 -16.59
O 0.82 3.87 -17.68
O -0.31 2.57 -15.88
F 0.72 4.69 -15.47
N -7.71 -2.10 -15.83
S -7.28 -2.96 -17.04
O -8.34 -3.55 -17.85
O -5.98 -3.58 -17.06
F -7.01 -1.61 -17.86
S -7.93 -3.50 -14.85
O -6.70 -4.19 -14.40
O -9.09 -4.34 -15.21
F -8.34 -2.71 -13.52

Calculated values
molar mass: 741.4 u
energy above the lowest of the compared OMol25 structures with the same formula, charge and spin: 1139.2 kJ/mol
electronic energy: -5429.76970 Ha
lowest unoccupied orbital energy: -1.995 eV
charge: -1
HOMO-LUMO gap: 5.8 eV



Record 3
C5H4S2 | ωB97M-V with the def2-TZVPD basis set

Geometry (Å):
C 0.46 1.02 -0.83
C -0.23 -0.20 -1.19
C 0.73 1.16 0.45
C -0.64 -1.08 -0.07
C -0.11 -0.99 1.16
S 0.92 1.52 1.99
S -2.13 -0.50 -0.89
H 0.52 1.78 -1.53
H 0.01 -0.61 -2.31
H 0.99 -0.91 1.11
H -0.53 -1.20 2.10

Calculated values
molar mass: 128.2 u
spin multiplicity: 3
energy above the lowest of the compared OMol25 structures with the same formula, charge and spin: 125.2 kJ/mol
electronic energy: -989.06141 Ha
lowest unoccupied orbital energy (spin up / spin down): 0.244 / -2.814 eV
HOMO-LUMO gap (spin up / spin down): 6.9 / 5.7 eV



Record 4
C5H14 | ωB97M-V with the def2-TZVPD basis set

Geometry (Å):
C 0.38 -0.43 1.90
C 0.30 -1.56 0.85
C 1.62 -2.35 0.71
H -0.54 -0.52 2.45
H 1.26 -0.57 2.53
H 0.49 0.54 1.42
H 0.01 -1.30 -0.17
H -0.42 -2.32 1.13
H 2.40 -1.81 0.20
H 1.44 -3.30 0.19
H 1.99 -2.72 1.67
C -1.36 2.80 -1.86
C -0.96 1.37 -1.48
H -1.62 2.92 -2.91
H -2.14 3.20 -1.23
H -0.53 3.50 -1.73
H -0.63 0.82 -2.36
H -1.68 0.78 -0.93
H -0.06 1.47 -0.86

Calculated values
molar mass: 74.2 u
energy above the lowest of the compared OMol25 structures with the same formula, charge and spin: 41.8 kJ/mol
electronic energy: -198.87323 Ha
lowest unoccupied orbital energy: 1.132 eV
HOMO-LUMO gap: 12.5 eV



Record 5
C30H61Cl2F3N16O34PS2 | ωB97M-V with the def2-TZVPD basis set

Geometry (Å):
C -1.04 2.72 4.48
C -1.21 2.32 2.96
C -0.72 0.91 2.50
Cl -1.43 -0.16 3.84
C 0.82 0.49 2.32
S 1.19 -0.06 4.07
C 0.73 -0.70 1.22
N 1.93 -1.52 1.34
S -0.56 -2.00 1.17
O -1.94 -1.59 0.89
O -0.21 -2.87 0.03
C -0.66 -3.19 2.61
F -0.52 -4.48 2.16
F 0.21 -3.03 3.63
F -1.92 -3.15 3.14
C 0.83 0.14 -0.16
O 1.86 -0.24 -1.06
C -0.43 0.30 -1.08
C -0.63 -0.79 -2.19
O -1.59 -1.53 -2.13
O 0.20 -0.93 -3.28
C 1.37 1.58 0.34
O 0.44 2.69 0.23
N 0.79 3.47 -0.89
O -0.13 4.14 -1.16
N 1.89 1.40 1.75
C 3.36 1.11 1.97
C 4.25 0.80 0.73
C 4.70 1.77 -0.26
C 5.58 1.41 -1.39
C 6.07 0.05 -1.54
C 5.64 -0.94 -0.56
C 4.78 -0.56 0.53
P 1.86 3.19 2.33
O 3.01 4.04 1.45
Cl 2.34 3.27 4.39
H -0.92 3.83 4.56
H -1.99 2.46 5.03
H -0.21 2.21 5.03
H -2.33 2.29 2.81
H -0.89 3.20 2.34
H -1.26 0.73 1.53
H 2.26 -0.94 4.01
H 2.03 -1.99 2.23
H 2.14 -2.08 0.52
H 1.82 0.27 -1.89
H -1.42 0.42 -0.57
H -0.29 1.26 -1.67
H 0.35 -1.91 -3.35
H 2.08 1.85 -0.47
H 3.56 0.22 2.63
H 3.92 1.93 2.51
H 4.40 2.83 -0.20
H 5.91 2.20 -2.10
H 6.76 -0.28 -2.35
H 5.98 -2.01 -0.59
H 4.50 -1.34 1.27
H 2.61 4.86 1.11
C 1.87 -5.15 -4.86
N 2.35 -3.75 -4.68
O 1.85 -3.09 -3.79
O 3.21 -3.37 -5.44
H 1.10 -5.35 -4.12
H 1.46 -5.23 -5.87
H 2.72 -5.81 -4.73
C -3.15 -3.05 -4.18
N -2.76 -3.45 -5.56
O -3.38 -2.95 -6.48
O -1.85 -4.25 -5.67
H -3.97 -2.34 -4.24
H -3.46 -3.96 -3.66
H -2.28 -2.60 -3.71
C -1.52 -1.05 -8.30
N -1.29 -0.20 -9.49
O -2.22 0.47 -9.89
O -0.18 -0.24 -9.99
H -2.55 -0.92 -7.96
H -1.35 -2.09 -8.59
H -0.82 -0.74 -7.53
C -7.99 -1.56 -4.87
N -7.06 -2.53 -4.22
O -6.55 -2.20 -3.16
O -6.89 -3.59 -4.79
H -8.05 -0.67 -4.26
H -7.58 -1.32 -5.85
H -8.96 -2.03 -4.95
C -3.41 -5.98 -7.87
N -3.17 -7.44 -7.73
O -2.32 -7.80 -6.93
O -3.83 -8.18 -8.43
H -2.74 -5.46 -7.19
H -3.20 -5.71 -8.90
H -4.45 -5.80 -7.62
C 2.99 6.00 7.79
N 3.18 4.53 7.90
O 4.03 4.12 8.66
O 2.47 3.83 7.20
H 3.69 6.49 8.46
H 3.19 6.28 6.76
H 1.97 6.22 8.08
C 3.93 1.06 7.82
N 3.53 -0.29 7.35
O 2.69 -0.88 8.00
O 4.08 -0.72 6.35
H 3.37 1.31 8.71
H 5.00 1.03 8.03
H 3.71 1.76 7.01
C 8.10 -1.58 4.01
N 7.15 -1.56 2.86
O 7.06 -2.57 2.19
O 6.54 -0.53 2.67
H 8.57 -2.56 4.05
H 8.84 -0.80 3.83
H 7.52 -1.39 4.91
C 1.73 9.25 10.86
N 2.10 8.67 9.54
O 1.20 8.40 8.76
O 3.29 8.51 9.33
H 0.65 9.34 10.90
H 2.09 8.57 11.63
H 2.20 10.23 10.93
C 1.84 8.95 5.03
N 1.42 7.60 4.57
O 0.57 7.02 5.21
O 1.97 7.17 3.57
H 1.27 9.20 5.92
H 2.90 8.91 5.25
H 1.62 9.65 4.23
C -4.90 -0.07 -0.79
N -4.44 1.33 -0.64
O -4.92 2.01 0.24
O -3.59 1.69 -1.44
H -5.65 -0.27 -0.03
H -5.32 -0.17 -1.78
H -4.03 -0.72 -0.66
C -10.32 2.73 -5.07
N -9.45 1.54 -4.87
O -9.66 0.85 -3.88
O -8.58 1.35 -5.70
H -11.03 2.78 -4.25
H -9.67 3.61 -5.07
H -10.82 2.61 -6.02
C -2.08 -10.89 -5.96
N -1.16 -11.86 -5.32
O -0.65 -11.53 -4.26
O -0.98 -12.91 -5.89
H -2.14 -10.00 -5.34
H -1.67 -10.65 -6.94
H -3.05 -11.37 -6.05

Calculated values
molar mass: 1412.9 u
electronic energy: -6969.93990 Ha
lowest unoccupied orbital energy: -3.430 eV
charge: +1
HOMO-LUMO gap: 7.8 eV